Entry from the OMol25 dataset: one molecule with the formula C2H5FIN at a distorted geometry (ωB97M-V/def2-TZVPD).

Computed properties:
- Energy relative to the best compared isomer or geometry (same formula, charge and spin): 103.5 kcal per mole
- LUMO energy (alpha / beta): -0.0632 / -0.0895 hartree
- Total charge: 0
- Strongest force on any atom: 3.2 eV/Å

Positions of all 10 atoms, in Å:
1 C -0.8170 0.4259 0.5098
2 C -0.6475 -0.6326 -0.4874
3 N 0.7105 -1.1360 -0.7563
4 F 3.4319 1.5912 -0.0772
5 I 2.2922 -0.3872 0.2250
6 H -1.7449 0.7846 0.2624
7 H -0.8570 -0.1406 1.5227
8 H -0.0613 1.1968 0.3102
9 H -1.2720 -1.5103 -0.1137
10 H -1.0349 -0.1919 -1.3954

=====

Entry from the OMol25 dataset: C17H30Cl30F24NO4P3S2V as an isolated structure at a distorted geometry (ωB97M-V/def2-TZVPD).

Computed properties:
- LUMO energy (alpha / beta): 0.1091 / 0.1091 hartree
- Total charge: -2
- ⟨S²⟩: 3.753
- Strongest force on any atom: 6.4 eV/Å
- 2S+1: 4

Positions of all 112 atoms, in Å:
1 V -2.3636 -0.7428 0.5329
2 P -3.1678 -3.7225 2.3120
3 F -4.5941 -3.6044 3.0965
4 F -3.3357 -2.4349 1.3511
5 F -2.7241 -2.4829 3.3485
6 F -1.6671 -3.7412 1.7436
7 F -2.7271 -4.7517 3.5095
8 F -3.7724 -4.7591 1.2590
9 P -4.4440 0.4893 2.7287
10 F -6.0249 0.7191 2.5461
11 F -4.4850 0.9601 4.2885
12 F -4.8074 -1.0506 3.0756
13 F -2.8282 0.1493 2.7545
14 F -4.3218 0.0884 1.1662
15 F -4.2426 2.0544 2.2586
16 P -3.0758 -2.5579 -1.9668
17 F -2.1128 -2.6131 -0.7596
18 F -2.2464 -3.5903 -2.8995
19 F -3.9503 -3.8353 -1.4827
20 F -4.1723 -2.4091 -3.1572
21 F -3.9405 -1.4975 -1.0134
22 F -2.3527 -1.2440 -2.5952
23 C -0.5141 2.7808 0.9926
24 F 0.7611 2.4550 1.3806
25 F -1.3955 2.5087 1.9952
26 F -0.6333 4.0624 0.5927
27 S -0.9721 1.5945 -0.4341
28 O -2.3943 1.3997 -0.2830
29 O -0.5951 2.2273 -1.6939
30 N -0.4823 0.0076 0.0452
31 S 0.8856 -0.0702 -0.6969
32 O 0.7426 -0.7685 -1.9560
33 O 1.7319 1.1181 -0.6745
34 C 1.8862 -1.2536 0.5333
35 F 1.5915 -0.7793 1.7513
36 F 1.3963 -2.5512 0.3908
37 F 3.1922 -1.3743 0.3134
38 C -7.2950 3.2560 0.0142
39 Cl -8.0114 2.5451 1.4714
40 Cl -5.9173 4.2508 0.4404
41 H -6.9391 2.5698 -0.7543
42 H -7.9359 4.0809 -0.2972
43 C 2.2994 3.8166 5.4076
44 Cl 0.8411 2.9838 4.7696
45 Cl 3.3684 4.1555 4.0123
46 H 2.1030 4.7661 5.9055
47 H 2.7592 3.1615 6.1474
48 C 1.6481 -5.0968 -5.5337
49 Cl 2.4476 -3.5432 -5.1635
50 Cl 2.7720 -6.4945 -5.3596
51 H 0.8251 -5.1149 -4.8192
52 H 1.1928 -5.0042 -6.5197
53 C 4.7868 2.0911 -0.6344
54 Cl 6.4615 1.8543 -1.2306
55 Cl 4.5526 2.0862 1.1175
56 H 4.3862 3.0440 -0.9801
57 H 4.2424 1.2544 -1.0721
58 C 0.8002 -6.5230 1.2998
59 Cl -0.8462 -6.6210 0.6861
60 Cl 1.0523 -7.6274 2.7345
61 H 1.4394 -6.8622 0.4847
62 H 1.0094 -5.4835 1.5523
63 C -1.8463 -0.4145 -5.9993
64 Cl -0.9921 -1.9730 -5.8034
65 Cl -1.3132 0.7238 -4.7565
66 H -1.8232 -0.0270 -7.0179
67 H -2.8994 -0.5790 -5.7713
68 C 6.7357 -1.3405 1.0031
69 Cl 5.5008 -1.0958 2.2466
70 Cl 6.8590 -2.9893 0.5597
71 H 6.5017 -0.7609 0.1101
72 H 7.6615 -0.9696 1.4431
73 C 4.4872 -4.9181 2.7827
74 Cl 3.1912 -3.6979 2.9414
75 Cl 5.6858 -4.7598 4.0946
76 H 4.0827 -5.9282 2.8466
77 H 5.0674 -4.6881 1.8891
78 C -2.7733 4.6848 4.1923
79 Cl -4.2990 3.9189 4.7966
80 Cl -2.8318 5.4547 2.6477
81 H -2.5801 5.4736 4.9193
82 H -1.9702 3.9491 4.2350
83 C -1.8616 7.5429 -0.0492
84 Cl -0.1352 7.3538 0.4123
85 Cl -2.5808 6.0723 -0.6068
86 H -2.5424 8.0076 0.6640
87 H -1.8840 8.2553 -0.8739
88 C 0.5725 5.3280 -2.5405
89 Cl 0.7164 6.6905 -3.6465
90 Cl 2.1644 4.6350 -2.0310
91 H 0.0093 5.7846 -1.7266
92 H -0.0113 4.5284 -2.9966
93 C 2.8220 -0.4924 -4.3507
94 Cl 3.9679 -1.0347 -3.0755
95 Cl 2.6122 1.2535 -4.3853
96 H 3.3748 -0.7147 -5.2634
97 H 1.8824 -1.0427 -4.4004
98 C 3.1424 -0.6164 4.7507
99 Cl 3.9604 0.9742 5.0354
100 Cl 1.7478 -0.9801 5.8657
101 H 2.9186 -0.5847 3.6844
102 H 3.7984 -1.4794 4.8652
103 C 4.4060 -5.0329 -1.6537
104 Cl 4.6919 -6.6092 -2.4303
105 Cl 2.7888 -4.8708 -0.9666
106 H 5.1170 -5.0212 -0.8277
107 H 4.6609 -4.1529 -2.2442
108 C -3.6335 3.5046 -3.9946
109 Cl -3.2314 3.4645 -5.7043
110 Cl -5.2870 4.1230 -3.8384
111 H -3.6349 2.5444 -3.4787
112 H -2.8827 4.1803 -3.5848

=====

Entry from the OMol25 dataset: a 2-piece molecular cluster, C2H3N5O overall at a distorted geometry (ωB97M-V/def2-TZVPD).

Computed properties:
- Energy relative to the best compared isomer or geometry (same formula, charge and spin): 134.0 kcal per mole
- LUMO energy: -0.0055 hartree
- Total charge: 0
- Strongest force on any atom: 5.3 eV/Å

Positions of all 11 atoms, in Å:
1 C 0.8882 0.2750 0.3810
2 C -2.2275 -0.1377 -0.9872
3 H 2.3218 1.1428 2.1231
4 H 2.7596 -0.4928 1.5364
5 H -2.3131 -1.5303 -1.3940
6 N 1.9227 0.2546 1.4085
7 N 0.9328 -0.8997 -0.4263
8 N -0.1111 -0.6814 -1.2227
9 N -0.8427 0.3770 -0.8594
10 N -0.2429 1.0056 0.1488
11 O -3.0878 0.6868 -0.7083